# 1
C50H121N7O14 | the ωB97M-V functional and the def2-TZVPD basis

Positions of all 192 atoms, in Å:
C  5.39  0.25  -4.19
C  4.91  0.13  -2.77
C  5.60  1.21  -1.91
C  3.38  0.33  -2.77
C  2.70  -0.10  -1.45
C  3.06  -1.56  -1.25
C  4.56  -1.81  -1.08
C  5.07  -1.30  0.27
C  4.74  -3.33  -1.04
N  5.21  -1.24  -2.26
O  6.61  -1.42  -2.17
H  6.48  0.15  -4.25
H  4.97  -0.51  -4.86
H  5.09  1.22  -4.59
H  6.67  1.03  -2.01
H  5.37  2.20  -2.30
H  5.38  1.20  -0.85
H  3.15  1.39  -2.88
H  2.95  -0.21  -3.62
H  3.14  0.50  -0.64
H  1.64  0.13  -1.43
H  2.69  -2.05  -2.15
H  2.40  -1.89  -0.44
H  5.12  -0.22  0.42
H  6.08  -1.64  0.50
H  4.38  -1.64  1.05
H  5.80  -3.60  -1.02
H  4.37  -3.83  -1.94
H  4.21  -3.71  -0.16
H  6.82  -2.03  -2.89
C  1.46  -3.52  4.42
C  2.39  -2.42  4.93
C  2.40  -2.57  6.47
C  3.77  -2.81  4.35
C  4.76  -1.64  4.37
C  4.13  -0.31  3.96
C  2.76  0.03  4.54
C  2.98  0.50  6.00
C  2.21  1.18  3.67
N  1.89  -1.14  4.42
O  0.59  -0.89  4.91
H  1.16  -3.31  3.39
H  1.92  -4.51  4.47
H  0.49  -3.65  4.92
H  1.58  -2.03  6.96
H  2.33  -3.62  6.77
H  3.32  -2.16  6.90
H  4.14  -3.62  4.98
H  3.60  -3.21  3.35
H  5.20  -1.58  5.36
H  5.53  -1.88  3.64
H  4.06  -0.26  2.87
H  4.85  0.47  4.24
H  2.15  0.30  6.68
H  3.09  1.59  6.00
H  3.87  0.06  6.47
H  1.21  1.45  4.01
H  2.12  0.81  2.65
H  2.86  2.05  3.74
H  0.01  -1.06  4.13
C  -4.53  -5.35  0.15
O  -4.39  -6.76  0.07
C  -4.02  -7.37  1.29
C  -2.83  -6.76  2.03
N  -1.61  -6.85  1.25
C  -0.54  -5.98  1.70
C  0.67  -6.06  0.76
O  0.27  -5.59  -0.51
C  1.25  -5.71  -1.49
H  -3.60  -4.86  0.48
H  -5.25  -5.15  0.95
H  -4.76  -4.85  -0.79
H  -3.82  -8.42  1.07
H  -4.87  -7.31  1.98
H  -2.68  -7.33  2.95
H  -3.11  -5.73  2.28
H  -1.82  -6.65  0.28
H  -0.20  -6.30  2.69
H  -0.78  -4.91  1.75
H  1.00  -7.10  0.69
H  1.43  -5.44  1.24
H  1.51  -6.76  -1.71
H  2.21  -5.26  -1.22
H  0.89  -5.22  -2.39
C  -2.54  -2.08  3.63
O  -1.22  -1.75  3.16
C  -1.18  -1.56  1.76
C  -0.40  -0.29  1.41
N  -1.06  0.48  0.38
C  -0.50  1.80  0.14
C  -0.81  2.21  -1.28
O  -0.26  1.22  -2.13
C  -0.21  1.60  -3.48
H  -3.13  -1.19  3.43
H  -2.50  -2.36  4.68
H  -2.96  -2.91  3.05
H  -2.18  -1.50  1.32
H  -0.77  -2.44  1.25
H  0.64  -0.54  1.13
H  -0.39  0.22  2.37
H  -1.05  -0.04  -0.50
H  0.59  1.86  0.21
H  -0.91  2.54  0.83
H  -0.44  3.20  -1.57
H  -1.89  2.30  -1.42
H  -1.27  1.74  -3.72
H  0.24  0.82  -4.10
H  0.38  2.48  -3.74
C  -1.89  3.12  -6.94
O  -0.64  3.48  -6.41
C  -0.59  4.80  -5.93
C  0.83  5.11  -5.50
N  0.89  6.46  -4.94
C  1.06  7.45  -6.03
C  1.47  8.78  -5.45
O  2.72  8.61  -4.80
C  3.30  9.80  -4.37
H  -2.28  3.79  -7.71
H  -2.65  3.12  -6.14
H  -1.81  2.10  -7.31
H  -1.32  4.93  -5.12
H  -0.92  5.51  -6.70
H  1.61  4.88  -6.24
H  1.05  4.37  -4.72
H  1.74  6.61  -4.40
H  0.09  7.63  -6.51
H  1.74  7.08  -6.80
H  0.73  9.13  -4.73
H  1.54  9.56  -6.21
H  2.63  10.60  -4.04
H  3.93  10.27  -5.14
H  4.00  9.61  -3.55
C  -1.16  1.59  6.87
O  -2.11  2.33  6.11
C  -2.33  1.66  4.87
C  -3.31  2.45  3.99
N  -2.65  3.28  2.99
C  -1.84  4.34  3.59
C  -0.95  4.99  2.55
O  0.19  4.20  2.30
C  1.36  4.88  1.88
H  -1.14  2.03  7.87
H  -0.17  1.74  6.43
H  -1.41  0.54  7.02
H  -2.70  0.66  5.13
H  -1.39  1.53  4.32
H  -3.96  3.09  4.59
H  -3.99  1.75  3.50
H  -2.00  2.78  2.40
H  -1.21  3.96  4.40
H  -2.42  5.16  4.02
H  -0.63  6.00  2.87
H  -1.54  5.26  1.66
H  1.52  5.78  2.49
H  1.27  5.16  0.83
H  2.17  4.17  1.98
C  -6.30  0.63  -3.74
O  -6.66  -0.04  -2.56
C  -6.27  0.63  -1.39
C  -4.78  0.79  -1.07
N  -4.06  -0.47  -0.80
C  -3.94  -1.27  -2.04
C  -2.84  -2.28  -1.90
O  -1.60  -1.62  -1.63
C  -0.52  -2.52  -1.54
H  -6.90  1.55  -3.83
H  -6.52  -0.02  -4.59
H  -5.26  0.95  -3.78
H  -6.69  0.09  -0.54
H  -6.67  1.65  -1.35
H  -4.67  1.35  -0.14
H  -4.26  1.34  -1.87
H  -3.16  -0.23  -0.39
H  -3.74  -0.66  -2.93
H  -4.93  -1.74  -2.10
H  -2.65  -2.89  -2.80
H  -3.08  -3.03  -1.13
H  -0.06  -2.77  -2.50
H  -0.82  -3.43  -1.03
H  0.29  -2.01  -1.02
C  -5.88  -1.58  1.97
O  -5.13  -2.39  1.08
H  -6.41  -2.22  2.67
H  -5.23  -0.89  2.53
H  -6.59  -0.94  1.43
H  -4.79  -1.74  0.42
C  -2.05  -1.21  -5.46
O  -3.23  -1.97  -5.29
H  -1.27  -1.77  -5.98
H  -2.25  -0.35  -6.11
H  -1.68  -0.84  -4.51
H  -3.56  -2.26  -6.15

The frontier orbital gap is 0.30923 hartree. The calculation puts the largest force on an atom at 1.668 eV/A. The value obtained for the LUMO energy is 0.39 eV. The value obtained for the energy relative to the best compared isomer or geometry (same formula, charge and spin) is 0.0000 eV. Its SMILES is CC1(C)CCCC(C)(C)N1O.CC1(C)CCCC(C)(C)N1O.COCCNCCOC.COCCNCCOC.COCCNCCOC.COCCNCCOC.COCCNCCOC.CO.CO.

These are the Mulliken partial charges, in e, on atoms 1 to 99: -2.097 2.214 -1.777 -1.913 1.920 -1.568 2.235 -1.330 -2.049 0.183 -0.540 0.457 0.422 0.372 0.404 0.433 0.304 0.404 0.362 0.249 -1.661 0.434 0.314 0.213 0.562 -0.019 0.532 0.400 0.156 0.360 -2.333 1.982 -1.759 -1.221 -0.748 -1.085 2.085 -1.873 -1.324 1.065 -0.199 0.187 0.587 0.367 0.175 0.497 0.345 0.370 0.401 0.453 0.486 -0.221 0.481 0.212 0.516 0.289 -0.146 -0.286 0.748 0.282 -0.198 -0.436 -0.818 -0.274 -0.385 0.249 -0.741 -0.114 -0.941 -0.198 0.333 0.317 0.344 0.424 0.499 -0.072 0.390 0.461 -0.383 0.445 0.266 0.383 0.286 0.240 -0.764 0.366 0.122 1.100 1.144 0.917 -1.672 0.654 -0.317 0.044 0.290 0.035 -0.108 -0.652 -0.363

---

# 2
C4H6F2O | the ωB97M-V functional and the def2-TZVPD basis

Positions of all 13 atoms, in Å:
C  2.05  -0.08  -0.22
O  0.98  0.86  0.03
C  -0.16  0.34  -0.43
C  -1.23  -0.85  0.50
F  -1.95  -1.63  -0.43
C  -1.43  0.60  0.38
F  -2.61  1.22  -0.20
H  1.91  -1.17  -0.11
H  2.84  0.37  0.28
H  2.22  0.14  -1.24
H  -0.36  0.09  -1.39
H  -0.89  -1.15  1.50
H  -1.39  1.26  1.32

The frontier orbital gap is 0.36894 hartree. The calculation puts the largest force on an atom at 6.470 eV/A. The value obtained for the LUMO energy is 0.88 eV. The value obtained for the energy relative to the best compared isomer or geometry (same formula, charge and spin) is 3.8920 eV. Its SMILES is CO[C@H]1[C@H](F)[C@@H]1F.

Here is what natural (NBO) gives for the atomic charges, in e: -0.262 -0.489 0.073 0.115 -0.335 0.103 -0.368 0.195 0.196 0.178 0.188 0.199 0.208

---

# 3
CH3N4 | the ωB97M-V functional and the def2-TZVPD basis

Positions of all 8 atoms, in Å:
C  1.75  0.33  -0.04
N  -1.55  -0.14  -0.01
N  -2.06  0.87  -0.01
N  0.87  0.93  0.34
N  -0.93  -1.11  0.04
H  -2.72  1.44  -0.45
H  2.51  -0.23  -0.38
H  -0.12  -1.45  0.61

The frontier orbital gap is 0.40162 hartree. The calculation puts the largest force on an atom at 3.262 eV/A. Its charge is +1. The value obtained for the LUMO energy is -6.20 eV. The value obtained for the energy relative to the best compared isomer or geometry (same formula, charge and spin) is 4.9150 eV.

Here is what natural (NBO) gives for the atomic charges, in e: 0.137 0.479 -0.204 -0.369 -0.265 0.485 0.236 0.501